(1)
{
  "formula": "C42H44BrClMnN5O5Sb",
  "method": "ωB97M-V/def2-TZVPD",
  "total_charge": 2,
  "lumo_energy_ev": [-6.2, -8.3],
  "multiplicity": 4,
  "homo_lumo_gap_ev": [6.77, 4.62],
  "s_squared": 3.7783,
  "symbols": ["Mn", "Br", "C", "C", "C", "C", "C", "N", "C", "O", "O", "H", "H", "H", "N", "C", "C", "O", "O", "H", "H", "H", "H", "C", "C", "C", "C", "C", "C", "Sb", "C", "C", "C", "C", "C", "C", "C", "C", "C", "C", "C", "C", "H", "H", "H", "H", "H", "H", "H", "H", "H", "H", "H", "H", "H", "H", "H", "C", "C", "C", "C", "C", "O", "C", "C", "C", "C", "C", "C", "Cl", "C", "C", "C", "N", "C", "N", "C", "N", "H", "H", "H", "H", "H", "H", "H", "H", "H", "H", "H", "H", "H", "H", "H", "H", "H", "H", "H", "H", "H", "H"],
  "coordinates": [[-2.6971, -0.4252, 0.2512], [-0.1266, -2.4398, -0.9769], [-1.7007, -3.2663, -0.3317], [-1.8905, -4.6237, -0.4948], [-3.0633, -5.1863, -0.0098], [-3.9945, -4.3583, 0.6018], [-3.7198, -3.0111, 0.6944], [-2.5781, -2.4541, 0.2490], [-4.7346, -2.0137, 1.2172], [-5.7897, -2.3540, 1.6677], [-4.3095, -0.7796, 1.0752], [-1.1370, -5.2129, -0.9953], [-3.2514, -6.2446, -0.1247], [-4.9378, -4.7123, 0.9935], [-3.5405, 1.5135, -0.0304], [-4.5748, 1.2833, -1.0708], [-4.0770, 0.2279, -2.0420], [-4.4980, 0.0925, -3.1583], [-3.0988, -0.5137, -1.5492], [-4.0130, 1.8417, 0.8087], [-2.9213, 2.2638, -0.3274], [-4.8247, 2.1844, -1.6305], [-5.4768, 0.8855, -0.6042], [3.1592, -1.5442, -6.3399], [1.9085, -1.8312, -6.8701], [0.7651, -1.4974, -6.1600], [0.9012, -0.8581, -4.9369], [2.1396, -0.6177, -4.3638], [3.2743, -0.9477, -5.0923], [-0.9105, -0.1335, -3.9800], [-1.7085, 1.3346, -5.3332], [-1.8918, 2.6410, -4.8990], [-2.5712, 3.5341, -5.7138], [-3.0942, 3.1117, -6.9277], [-2.9025, 1.8059, -7.3558], [-2.2222, 0.9071, -6.5506], [-0.0324, 1.2083, -2.5148], [-0.1812, 1.1376, -1.1248], [0.5364, 1.9992, -0.3014], [1.3705, 2.9580, -0.8516], [1.4933, 3.0586, -2.2256], [0.8103, 2.1822, -3.0521], [4.0472, -1.8043, -6.8988], [1.8115, -2.3148, -7.8320], [-0.2140, -1.7208, -6.5643], [2.2298, -0.1675, -3.3840], [4.2490, -0.7405, -4.6723], [-1.5096, 2.9764, -3.9421], [-2.7089, 4.5579, -5.3927], [-3.6689, 3.7991, -7.5325], [-3.3011, 1.4792, -8.3060], [-2.1132, -0.1219, -6.8690], [-0.8189, 0.4050, -0.5887], [0.4445, 1.9039, 0.7736], [1.9271, 3.6281, -0.2113], [2.1244, 3.8196, -2.6638], [0.9267, 2.2582, -4.1268], [0.1002, 2.5652, 4.0287], [1.4433, 2.1570, 4.6633], [1.2395, 2.0309, 6.1750], [2.4218, 3.3075, 4.3724], [1.9615, 0.8165, 4.0324], [2.0399, 0.9624, 2.6129], [3.3229, 0.3801, 4.6403], [4.2919, -0.3468, 3.6822], [3.7690, -1.6240, 3.0770], [3.4354, -1.6861, 1.7273], [2.9675, -2.8575, 1.1570], [2.8242, -3.9883, 1.9465], [2.2195, -5.4450, 1.2400], [3.1737, -3.9613, 3.2893], [3.6477, -2.7831, 3.8432], [1.0248, -0.3986, 4.2700], [-0.2382, -0.3778, 3.5562], [-0.4409, -0.3656, 2.2478], [-1.7577, -0.3096, 2.0166], [-2.3129, -0.3059, 3.2691], [-1.4128, -0.3480, 4.2064], [-0.0860, 3.6194, 4.2320], [-0.7326, 2.0035, 4.4456], [0.1214, 2.4287, 2.9465], [0.9000, 2.9891, 6.5673], [2.1594, 1.7629, 6.6943], [0.4724, 1.2960, 6.4192], [2.0802, 4.1944, 4.9038], [2.4478, 3.5484, 3.3068], [3.4399, 3.1088, 4.7023], [2.7394, 1.5978, 2.4227], [3.1221, -0.2725, 5.4923], [3.8570, 1.2474, 5.0223], [5.1805, -0.5839, 4.2711], [4.6002, 0.3245, 2.8792], [3.5526, -0.8077, 1.1061], [2.7331, -2.9009, 0.1035], [3.0940, -4.8595, 3.8854], [3.9412, -2.7684, 4.8860], [0.7854, -0.4990, 5.3238], [1.5703, -1.2800, 3.9377], [0.3589, -0.3962, 1.5274], [-3.3714, -0.2783, 3.4628]],
  "forces_ev_per_a": [[-1.02, -0.13, 0.02], [-0.02, -0.09, 0.00], [0.20, 0.28, -0.03], [0.05, -0.07, 0.00], [0.01, 0.23, 0.04], [0.01, 0.03, 0.05], [-0.19, 0.22, 0.03], [0.08, -0.46, -0.27], [0.21, -0.83, -0.14], [0.11, 0.19, 0.04], [-0.09, 0.90, 0.03], [0.02, -0.03, 0.03], [0.02, -0.02, 0.01], [-0.01, -0.03, -0.03], [0.13, -0.20, 0.19], [-0.07, -0.12, -0.26], [-0.23, 0.36, -0.54], [0.10, 0.10, 0.11], [0.55, -0.45, 0.37], [0.16, -0.10, 0.11], [0.08, -0.10, 0.04], [-0.03, -0.01, 0.13], [0.03, 0.12, 0.06], [-0.02, -0.05, -0.04], [-0.12, 0.00, 0.00], [0.00, -0.02, -0.15], [-0.92, 0.01, 0.44], [0.08, -0.01, 0.05], [0.04, 0.04, 0.12], [0.93, 1.13, -0.22], [-0.09, -0.68, 0.56], [-0.08, 0.19, 0.17], [0.04, 0.03, 0.04], [0.02, -0.01, -0.02], [0.03, -0.05, -0.05], [-0.07, -0.13, -0.14], [-0.44, -0.59, 0.18], [-0.01, -0.05, 0.25], [-0.21, -0.14, 0.02], [0.07, 0.06, 0.07], [0.09, 0.11, -0.07], [-0.18, -0.19, -0.09], [0.03, 0.01, 0.01], [0.06, 0.00, -0.03], [0.04, -0.03, -0.07], [0.04, 0.03, 0.00], [0.03, -0.01, -0.02], [-0.07, -0.02, -0.04], [0.01, 0.00, 0.02], [0.04, 0.02, -0.05], [-0.02, -0.01, -0.01], [-0.03, 0.01, -0.05], [0.46, 0.26, -0.78], [0.03, 0.08, 0.01], [-0.01, 0.04, 0.04], [0.04, -0.01, 0.00], [0.06, 0.04, 0.00], [0.07, -0.04, 0.10], [-0.21, -0.04, -0.23], [0.12, -0.04, -0.10], [0.04, -0.25, 0.01], [-0.15, 0.03, 0.52], [0.08, 0.02, -0.08], [0.01, -0.07, -0.31], [-0.27, -0.02, 0.21], [0.15, -0.09, -0.09], [0.00, -0.02, 0.09], [-0.03, -0.07, 0.05], [0.05, 0.23, 0.11], [-0.09, -0.16, -0.08], [-0.05, -0.08, -0.07], [0.03, 0.14, -0.12], [0.55, 0.17, -0.11], [-0.21, 0.09, -0.55], [0.01, 0.01, 0.14], [0.23, 0.10, -0.13], [0.04, 0.01, -0.05], [-0.18, 0.03, 0.43], [-0.05, 0.01, 0.01], [-0.06, -0.01, 0.01], [-0.02, 0.08, -0.01], [0.01, 0.01, 0.05], [0.03, 0.02, 0.04], [-0.01, -0.02, 0.04], [0.01, 0.06, -0.07], [-0.01, 0.07, -0.02], [0.02, 0.04, 0.03], [-0.02, 0.00, -0.03], [0.04, 0.05, 0.10], [-0.06, -0.04, 0.12], [0.07, 0.10, -0.08], [0.07, 0.02, 0.04], [0.02, 0.04, 0.00], [0.00, -0.06, -0.04], [-0.03, -0.01, 0.01], [0.00, -0.02, 0.03], [-0.02, -0.02, -0.03], [-0.12, -0.07, 0.07], [-0.01, -0.03, -0.05], [-0.03, -0.01, -0.06]]
}

(2)
{
  "formula": "C46H36Cl2F5Ge2N3S2Tl",
  "method": "ωB97M-V/def2-TZVPD",
  "total_charge": -1,
  "lumo_energy_ev": 2.0,
  "homo_lumo_gap_ev": 5.71,
  "symbols": ["Tl", "C", "S", "C", "S", "N", "N", "C", "C", "C", "C", "C", "C", "N", "H", "H", "H", "H", "H", "H", "H", "H", "Cl", "C", "Cl", "H", "H", "F", "C", "C", "C", "F", "C", "F", "C", "F", "C", "F", "Ge", "C", "C", "C", "C", "C", "C", "C", "C", "C", "C", "C", "C", "H", "H", "H", "H", "H", "H", "H", "H", "H", "H", "H", "C", "Ge", "C", "C", "C", "C", "C", "C", "C", "C", "C", "C", "C", "C", "C", "C", "C", "C", "C", "C", "H", "H", "H", "H", "H", "H", "H", "H", "H", "H", "H", "H", "H", "H", "H"],
  "coordinates": [[-0.3538, 1.0027, -0.5249], [4.8541, 0.5388, -3.1166], [3.2692, 0.5193, -3.9641], [2.1963, 1.3998, -2.8678], [2.5982, 1.8373, -1.2809], [1.0637, 1.6655, -3.5131], [0.1237, 2.2071, -2.7191], [-0.7277, 2.9832, -3.2571], [-1.6789, 3.7448, -2.4312], [-2.6271, 4.5536, -3.0590], [-3.5091, 5.2888, -2.2895], [-3.4110, 5.2134, -0.9080], [-2.4175, 4.4076, -0.3697], [-1.5714, 3.6889, -1.0983], [5.4556, -0.2403, -3.5854], [5.3374, 1.5077, -3.2331], [4.7181, 0.3247, -2.0619], [-0.7051, 3.1636, -4.3317], [-2.6581, 4.5852, -4.1431], [-4.2584, 5.9151, -2.7591], [-4.0825, 5.7626, -0.2594], [-2.2927, 4.3417, 0.7071], [-2.4757, 2.2260, 2.3632], [-0.9116, 2.7652, 2.9941], [0.2678, 3.1458, 1.7232], [-0.5112, 1.9745, 3.6156], [-1.0891, 3.6738, 3.5540], [3.6059, -1.3625, -0.1582], [2.6377, -1.8686, -0.9457], [1.2993, -1.4603, -0.7681], [0.4755, -1.9726, -1.7852], [-0.8347, -1.6522, -1.7616], [0.8740, -2.8406, -2.7737], [-0.0214, -3.3189, -3.6532], [2.1881, -3.2518, -2.8468], [2.5921, -4.1022, -3.7998], [3.0681, -2.7528, -1.9152], [4.3628, -3.0944, -1.9903], [-2.8488, 0.6332, -1.5413], [-2.9854, 0.2171, -3.4633], [-2.6747, -1.0290, -4.0197], [-2.7689, -1.2446, -5.3906], [-3.1707, -0.2172, -6.2350], [-3.4837, 1.0255, -5.7012], [-3.3889, 1.2373, -4.3307], [-3.9369, -0.6299, -0.4901], [-4.8244, -0.1100, 0.4574], [-5.5755, -0.9465, 1.2762], [-5.4506, -2.3253, 1.1629], [-4.5720, -2.8605, 0.2292], [-3.8180, -2.0208, -0.5829], [-3.7549, 1.9003, -1.4601], [-2.3386, -1.8403, -3.3911], [-2.5105, -2.2151, -5.7998], [-3.2329, -0.3827, -7.3042], [-3.8006, 1.8318, -6.3540], [-3.6443, 2.2106, -3.9224], [-4.9358, 0.9664, 0.5475], [-6.2574, -0.5222, 2.0037], [-6.0282, -2.9785, 1.8059], [-4.4643, -3.9360, 0.1405], [-3.1228, -2.4591, -1.2918], [0.7739, -0.7146, 0.3646], [1.8253, -0.6591, 1.9485], [3.2360, 0.6466, 2.4011], [2.9742, 1.7056, 3.2726], [3.9527, 2.6387, 3.5985], [5.2254, 2.5292, 3.0538], [5.5064, 1.4873, 2.1808], [4.5217, 0.5604, 1.8576], [0.5768, -0.6383, 3.4955], [1.0782, -0.5911, 4.8043], [0.2300, -0.6567, 5.9044], [-1.1447, -0.7847, 5.7169], [-1.6546, -0.8731, 4.4290], [-0.7961, -0.8077, 3.3319], [2.5057, -2.4943, 2.2043], [3.7751, -2.8019, 2.6922], [4.1535, -4.1202, 2.9270], [3.2622, -5.1547, 2.6759], [1.9923, -4.8648, 2.1881], [1.6176, -3.5460, 1.9560], [1.9980, 1.8011, 3.7233], [3.7203, 3.4502, 4.2797], [5.9926, 3.2519, 3.3074], [6.4934, 1.3992, 1.7413], [4.7584, -0.2334, 1.1590], [2.1488, -0.5028, 4.9654], [0.6386, -0.6114, 6.9085], [-1.8104, -0.8258, 6.5726], [-2.7210, -0.9931, 4.2716], [-1.1955, -0.9047, 2.3251], [4.4851, -2.0034, 2.8889], [5.1458, -4.3392, 3.3049], [3.5564, -6.1825, 2.8562], [1.2899, -5.6674, 1.9917], [0.6261, -3.3233, 1.5699]],
  "forces_ev_per_a": [[0.00, -1.03, -0.04], [-0.04, 0.04, -0.03], [0.00, -0.12, -0.01], [-0.38, 0.25, 0.01], [0.10, -0.04, -0.21], [0.32, -0.28, 0.03], [0.12, 0.03, 0.25], [-0.23, 0.33, 0.01], [0.07, -0.03, -0.09], [-0.01, -0.01, -0.09], [0.01, 0.00, -0.01], [-0.02, -0.03, -0.03], [0.06, 0.02, 0.04], [0.04, 0.07, 0.04], [0.00, 0.03, 0.02], [0.03, -0.03, 0.04], [0.00, -0.07, 0.10], [0.01, 0.03, 0.02], [-0.03, 0.01, 0.08], [0.01, -0.03, 0.01], [0.07, -0.01, -0.03], [-0.02, 0.00, -0.14], [0.05, -0.14, -0.07], [0.00, 0.14, 0.05], [-0.17, -0.04, 0.04], [0.05, -0.14, 0.02], [0.04, 0.03, 0.07], [-0.02, -0.06, 0.00], [0.02, 0.08, -0.06], [0.20, -0.05, 0.07], [0.06, -0.09, 0.11], [-0.24, 0.02, 0.05], [-0.13, 0.04, -0.08], [-0.05, 0.01, -0.04], [-0.04, -0.06, -0.05], [0.04, -0.06, -0.08], [0.10, 0.12, 0.08], [0.07, 0.03, 0.02], [-0.34, 0.40, 0.12], [0.19, -0.12, -0.12], [-0.06, 0.15, -0.09], [-0.01, 0.08, 0.05], [0.02, -0.02, 0.05], [0.02, -0.02, 0.04], [-0.04, -0.08, 0.05], [0.16, -0.19, 0.16], [0.02, -0.11, -0.07], [0.06, 0.00, -0.06], [0.04, 0.05, -0.02], [0.02, 0.06, -0.02], [-0.02, 0.07, 0.00], [0.12, 0.01, 0.05], [-0.02, 0.00, -0.03], [-0.02, 0.04, 0.03], [0.00, 0.00, 0.02], [0.01, -0.02, 0.03], [-0.01, -0.07, -0.04], [-0.01, -0.03, 0.01], [0.00, 0.01, 0.00], [0.00, 0.00, -0.02], [0.00, 0.05, 0.00], [-0.06, 0.03, 0.08], [-0.06, 0.51, -0.44], [-0.35, -0.25, 0.15], [0.09, 0.08, -0.04], [0.26, -0.06, -0.02], [0.01, -0.04, -0.04], [-0.06, 0.00, 0.02], [-0.09, -0.03, 0.01], [0.04, 0.03, -0.03], [0.12, 0.22, 0.17], [-0.19, 0.07, -0.02], [0.00, 0.00, -0.10], [0.06, 0.01, -0.03], [0.07, 0.02, -0.03], [-0.09, 0.03, -0.06], [0.07, -0.08, 0.03], [-0.04, 0.00, -0.01], [-0.05, 0.03, -0.02], [-0.04, 0.05, -0.03], [0.01, 0.07, 0.01], [0.16, -0.04, 0.02], [-0.15, 0.00, 0.05], [0.00, -0.02, -0.02], [-0.03, -0.01, -0.01], [-0.02, -0.01, 0.01], [0.03, 0.14, 0.13], [-0.03, 0.02, 0.00], [-0.01, -0.01, -0.04], [0.03, -0.02, -0.04], [0.03, 0.00, -0.01], [0.01, 0.05, 0.03], [-0.05, -0.05, 0.01], [-0.01, 0.01, -0.01], [-0.02, 0.02, 0.00], [0.03, 0.02, -0.01], [0.05, -0.01, 0.04]]
}

(3)
{
  "formula": "C6H7BCl2O2",
  "method": "ωB97M-V/def2-TZVPD",
  "lumo_energy_ev": [0.4, -2.7],
  "multiplicity": 3,
  "homo_lumo_gap_ev": [6.08, 6.77],
  "s_squared": 2.0170,
  "symbols": ["B", "C", "C", "C", "C", "C", "C", "O", "O", "Cl", "Cl", "H", "H", "H", "H", "H", "H", "H"],
  "coordinates": [[-2.2844, 0.2757, -1.0701], [0.5570, -1.9837, 0.5315], [1.5446, -1.3333, 1.1717], [-1.0547, -0.3762, -0.3306], [-0.4324, -1.5317, -0.4217], [1.8880, 0.1026, 0.9877], [1.9988, 0.6446, -0.1881], [-3.0236, -0.3824, -1.9586], [-2.5125, 1.6459, -0.8015], [-0.7724, -2.6518, -1.6172], [2.4777, 2.2599, -0.5282], [0.4726, -3.0936, 0.5098], [2.1746, -1.7378, 1.9791], [-0.6725, 0.1494, 0.4516], [2.2753, 0.5255, 2.0402], [1.8749, -0.0420, -1.0348], [-3.5968, -0.1163, -2.6311], [-3.1275, 1.9839, -1.3542]],
  "forces_ev_per_a": [[0.98, 1.92, 0.60], [-4.39, -3.52, -4.49], [3.36, 4.84, 2.85], [-3.30, 3.24, -1.65], [3.86, -3.25, 2.46], [0.75, -3.03, 5.71], [-0.15, 0.84, -3.08], [0.83, -2.31, 0.54], [3.40, -2.89, 2.61], [-0.82, -1.33, -1.31], [-0.06, -0.21, 0.08], [0.95, 0.69, 0.34], [-0.95, -0.33, -0.28], [0.74, 1.88, 2.15], [-0.77, -0.29, -2.80], [-0.07, 0.83, -0.02], [-1.21, 1.09, -1.11], [-3.17, 1.83, -2.61]]
}

We obtain energy relative to the best compared isomer or geometry (same formula, charge and spin) values of 77.20, 207.77, 0.00 kJ/mol for the records listed above, in that order.
We obtain DFT total energy values of -182365.701, -230782.617, -36149.052 eV for the records listed above, in that order.